[1]
Computed, not measured: the molecule C5H7PS at a distorted geometry, with the ωB97M-V functional and the def2-TZVPD basis.

XYZ file:
```
14
Properties=species:S:1:pos:R:3:forces:R:3
C 0.697990 1.225904 -1.310218 0.163 0.333 -0.212
C -0.751827 1.109471 -1.620966 1.738 0.163 1.286
C 1.062489 0.899429 -0.080656 1.693 -0.291 1.624
C -1.311065 0.636695 -0.490426 -1.096 0.157 -0.639
C -0.438431 -1.117516 1.568103 0.337 -2.959 -2.110
P -0.298010 0.613957 1.012905 -0.412 -0.103 -1.007
S 0.863768 -2.883584 1.094917 -3.649 1.068 1.082
H 1.587952 1.544836 -1.797604 -0.164 0.529 -1.795
H -1.226344 1.450567 -2.541324 0.095 -0.484 0.300
H 2.107877 1.029111 0.237345 -0.613 -0.176 -0.068
H -2.345234 0.414517 -0.505423 -1.058 -0.157 0.375
H -1.352099 -1.521922 1.039894 0.891 0.380 1.116
H -0.433298 -1.242629 2.619450 -0.181 -0.029 0.801
H 1.836232 -2.158837 0.774001 2.257 1.568 -0.752
```
Forces are in eV/Å.

* energy: -25419.3513 eV
* total charge: 0
* LUMO level: -0.27 eV
* strongest force on any atom: 4.0 eV Å⁻¹
* energy relative to the best compared isomer or geometry (same formula, charge and spin): 59.8 kcal per mole
* SMILES string: SCP1=CC=CC=1

Partial charges, Löwdin, in e: -0.185, -0.118, -0.351, -0.306, -0.486, 0.931, 0.528, 0.087, 0.102, 0.075, 0.051, 0.022, -0.031, -0.318

[2]
Computed, not measured: the molecule C19H20N4O3S2 at a distorted geometry, with the ωB97M-V functional and the def2-TZVPD basis.

XYZ file:
```
48
Properties=species:S:1:pos:R:3:forces:R:3
C 4.199086 0.890493 2.155595 0.029 0.061 0.165
H 3.295233 1.380347 2.532044 0.020 -0.032 0.001
O 4.035240 0.443771 0.833799 -0.139 -0.225 -0.345
C 3.034646 -0.461076 0.563562 0.079 0.103 0.045
C 2.218878 -1.006830 1.546268 0.196 0.139 -0.161
C 1.223263 -1.923961 1.259179 -0.179 -0.094 0.095
C 1.015769 -2.315091 -0.054377 0.229 0.218 0.209
C 1.825170 -1.777850 -1.047660 0.117 0.119 0.175
C 2.828668 -0.858262 -0.771434 -0.135 -0.105 0.021
O 3.517395 -0.451540 -1.875742 -0.209 -0.299 0.177
C 4.429368 0.621812 -1.817335 0.342 0.358 -0.111
H 3.957952 1.531095 -1.438533 0.040 -0.048 -0.024
H 5.299448 0.383759 -1.202690 -0.082 0.043 -0.075
H 4.745298 0.780412 -2.848613 -0.018 0.015 0.069
H 1.688246 -2.056538 -2.081269 -0.021 -0.020 -0.171
N 0.020777 -3.218944 -0.446389 0.413 -0.273 -0.288
C -1.049467 -3.629366 0.282848 0.124 -0.509 -0.249
O -1.189660 -3.475394 1.474260 0.035 0.065 0.157
C -2.067552 -4.419903 -0.543496 -0.485 0.326 0.133
H -1.928937 -4.300584 -1.616572 0.117 -0.048 0.047
H -2.030254 -5.474697 -0.270009 0.034 0.026 -0.019
S -3.753571 -3.882095 -0.114491 0.018 -0.413 -0.001
C -3.509722 -2.156741 -0.177996 -0.131 0.312 -0.025
N -2.347912 -1.745385 -0.656817 -0.687 -0.815 -0.121
N -2.028082 -0.491943 -0.662482 0.283 1.164 -0.092
C -2.866889 0.426288 -0.190609 -0.612 -0.669 0.147
C -4.153992 0.068027 0.272067 0.304 -0.229 -0.147
C -4.489116 -1.259054 0.279081 0.312 -0.003 -0.113
H -5.444371 -1.619277 0.626322 -0.113 0.014 0.072
H -4.837966 0.828915 0.618192 -0.083 -0.013 0.053
C -2.402124 1.787201 -0.171944 0.364 0.941 -0.007
C -1.122794 2.260398 -0.374798 -0.779 -0.813 0.108
N -0.999224 3.604595 -0.264749 0.591 0.739 -0.078
C -2.102768 4.201571 0.006398 -0.813 -0.401 0.137
C -2.258795 5.663471 0.174613 -0.092 0.223 0.040
H -2.965706 6.056119 -0.555261 -0.004 0.091 -0.016
H -1.293595 6.142765 0.036784 0.017 0.012 -0.002
H -2.639841 5.893589 1.168767 0.004 0.087 0.034
S -3.471987 3.120526 0.171739 0.777 0.052 -0.173
C 0.077232 1.439975 -0.674220 0.141 0.008 0.021
H 0.964921 2.056598 -0.566804 0.078 0.052 0.012
H 0.025940 1.053636 -1.690123 0.070 -0.100 -0.054
H 0.128227 0.580941 -0.009273 0.115 -0.080 -0.028
H -0.032420 -3.342234 -1.447343 -0.203 -0.001 0.213
H 0.608952 -2.319397 2.048784 -0.018 -0.024 0.021
H 2.356894 -0.719190 2.575659 0.048 0.057 0.087
H 4.479061 0.073329 2.828378 -0.033 0.027 -0.011
H 5.011088 1.615709 2.116695 -0.059 -0.038 0.072
```
Forces are in eV/Å.

* energy: -53799.9001 eV
* total charge: 0
* LUMO level: 0.19 eV
* strongest force on any atom: 1.2 eV Å⁻¹
* energy relative to the best compared isomer or geometry (same formula, charge and spin): 41.9 kcal per mole
* SMILES string: COc1ccc(NC(=O)CSc2ccc(-c3sc(C)nc3C)nn2)cc1OC

Partial charges, Löwdin, in e: -0.085, 0.098, -0.121, -0.204, -0.015, -0.015, -0.229, 0.051, -0.205, -0.069, -0.075, 0.094, 0.092, 0.093, 0.128, 0.120, -0.574, 0.056, -0.359, 0.074, 0.086, 0.981, -0.583, 0.011, 0.110, -0.271, -0.009, -0.048, 0.110, 0.091, -0.416, -0.344, 0.084, -0.631, -0.084, 0.077, 0.082, 0.077, 1.086, -0.031, 0.079, 0.089, 0.064, 0.138, 0.101, 0.104, 0.096, 0.095

- Which value of strongest force on any atom does entry 1 give?
  4.0 eV Å⁻¹